The following is a DFT calculation (wB97M-V/def2-TZVPD) of 2 unconnected molecules or ions with the total composition C3H9O2.

Results
molecular weight	77.1	u
HOMO	-3.4	eV
max |F|	3.07	eV Å⁻¹
net charge	-1
ΔE to the lowest compared entry with this formula, charge and spin	145.5	kJ/mol

Cartesian coordinates (Å):
O -0.490 -0.135 0.864
O 2.052 -0.070 0.316
C 2.125 -1.035 -0.800
C -1.217 0.309 -0.270
C -2.459 1.041 0.175
H 1.106 -1.586 -0.838
H 2.672 -1.989 -0.643
H -0.741 1.017 -1.007
H 2.565 -0.558 -1.777
H -2.082 1.728 0.911
H -1.501 -0.628 -0.984
H -3.215 0.246 0.371
H 0.948 -0.118 0.517
H -2.933 1.638 -0.613